DFT (ωB97M-V/def2-TZVPD) results for 10 unconnected molecules or ions with the total composition C6H32O10.

The geometry in XYZ format:
```
48
Properties=species:S:1:pos:R:3:forces:R:3
O -0.049452 1.720418 -2.044988 -0.33 -1.45 0.87
H -0.524589 2.544425 -1.937863 -0.45 1.06 -0.01
H 0.525492 1.870725 -2.795388 0.77 0.47 -0.94
O -2.613360 -2.348605 -2.418462 -0.54 -0.93 -0.17
H -3.026879 -1.831298 -1.727360 -0.09 0.29 0.15
H -1.783215 -1.903090 -2.587601 0.65 0.27 -0.26
O 2.350205 2.523487 0.967676 0.22 0.18 0.42
H 2.727581 3.049636 0.262703 -0.01 0.16 -0.24
H 2.003495 1.746936 0.528360 -0.34 -0.38 -0.14
O 2.656442 -1.549172 0.613309 0.13 -0.52 0.85
H 1.874251 -0.997746 0.631851 -0.26 0.35 -0.18
H 2.834729 -1.681549 -0.317783 0.22 0.11 -0.28
C 3.410615 0.392802 -2.023725 0.00 0.75 -1.36
O 3.774975 -0.918893 -1.723319 0.67 -0.99 0.10
H 3.781687 0.557739 -3.035262 -0.30 0.57 -0.29
H 2.325350 0.485182 -2.065666 0.10 0.12 0.39
H 3.897929 1.151623 -1.411514 -0.26 -0.06 0.48
H 4.573764 -1.069397 -2.234085 -0.03 -0.42 0.27
C 1.839563 -0.089565 4.399318 -0.07 -0.57 0.04
O 1.809503 -0.738649 5.668168 0.27 0.08 0.70
H 2.769924 -0.331107 3.885327 -0.23 -0.03 -0.35
H 0.970018 -0.523878 3.905995 0.21 0.44 -0.62
H 1.762250 0.995554 4.467469 -0.15 0.00 0.15
H 2.698117 -1.022890 5.894414 -0.07 0.10 0.02
C -0.545131 -0.914018 0.672855 -1.09 -0.74 -0.36
O 0.326749 0.018462 0.196748 2.07 2.03 0.12
H -1.531978 -0.451622 0.693125 -0.38 -0.56 0.30
H -0.489942 -1.707125 -0.072816 -0.71 -0.83 0.52
H -0.237742 -1.232823 1.668834 -0.06 -0.18 -0.06
H -0.079229 0.523265 -0.511739 0.22 0.35 -0.46
C -3.101971 0.380252 3.739509 -1.22 -1.14 0.41
O -2.312195 1.194415 4.564062 0.11 0.79 -0.41
H -3.674308 -0.295993 4.374511 0.19 -0.65 0.07
H -3.945691 0.863065 3.246439 0.49 1.07 -0.04
H -2.597570 -0.193842 2.962270 0.49 0.09 0.15
H -1.890230 0.667851 5.246897 -0.03 -0.16 -0.18
C 0.210433 -1.072100 -4.441897 -0.41 1.49 0.76
O -0.283370 -1.005531 -3.095838 0.16 -1.33 -0.11
H 1.181586 -0.577195 -4.434973 0.36 -0.39 -0.37
H 0.235485 -2.088656 -4.834444 -0.04 0.09 0.35
H -0.442410 -0.420510 -5.022696 0.00 -0.31 -0.59
H -0.447271 -0.087557 -2.867664 0.09 0.59 0.01
C -3.271435 0.954015 -1.296528 -0.43 2.61 -0.46
O -3.556692 -0.306144 -0.853795 -0.29 -2.03 0.74
H -2.469272 1.045184 -2.028871 0.05 -0.65 0.11
H -4.155719 1.394589 -1.756996 -0.08 0.16 -0.33
H -3.035186 1.625134 -0.470766 0.32 0.10 0.21
H -4.475306 -0.345804 -0.577802 0.10 0.00 0.01
```
Forces are in eV/Å.

Results
* 2S+1: 2
* largest force on an atom: 2.9 eV/Å
* net charge: -1
* highest occupied orbital energy (spin up / spin down): -0.2 / -7.3 eV

=====

DFT (ωB97M-V/def2-TZVPD) results for 10 unconnected molecules or ions with the total composition C6H33NO10.

The geometry in XYZ format:
```
50
Properties=species:S:1:pos:R:3:forces:R:3
C 1.208670 -0.424761 1.617513 0.43 4.15 0.11
C 2.522655 0.015443 2.443739 -0.83 -1.67 -2.06
C 1.038499 0.549001 0.337539 -0.19 -0.66 1.52
N -0.064549 1.514895 0.577371 0.36 -0.93 0.02
C 0.202295 2.341732 1.786184 -0.27 -1.87 -0.63
C -0.240957 2.304887 -0.609988 -0.88 0.61 -3.24
C -1.723222 2.755103 -0.843633 0.44 -0.82 1.30
O -2.457002 1.677334 -1.364055 -0.86 -0.87 -0.43
H 0.360948 -0.284598 2.276433 -0.12 0.35 -0.22
H 1.118744 -1.443324 1.389808 0.68 -1.50 -0.63
H 2.464958 0.108613 3.519968 -0.25 0.16 -0.02
H 3.109042 -0.828390 2.173444 1.14 -1.12 0.72
H 3.130585 0.754487 1.928738 -0.59 0.87 0.33
H 0.827304 -0.003140 -0.585877 -0.10 -0.01 0.26
H 1.948647 1.135976 0.148024 0.20 -0.26 0.13
H -0.582765 3.069768 1.798864 -0.43 0.41 0.62
H 1.146518 2.840607 1.656214 0.67 0.39 0.17
H 0.236296 1.647159 2.672150 -0.21 1.14 -0.75
H -0.012397 1.715231 -1.581654 -0.39 0.45 1.81
H 0.452742 3.136785 -0.765310 0.16 0.25 0.66
H -2.161940 3.044635 0.121198 0.08 0.20 0.05
H -1.955182 3.547387 -1.542151 0.81 0.41 -0.15
H -2.445596 0.891672 -0.793725 0.36 0.26 -0.18
H -4.530044 -0.334419 -0.542320 0.60 0.37 1.30
H -3.753008 0.571280 0.543035 -1.16 -1.41 -0.55
O -4.246842 -0.287561 0.407837 0.13 1.07 -0.52
H -0.067386 -2.071422 -0.906567 0.09 -0.58 -0.33
H -1.085705 -2.479796 -1.906782 1.70 -0.60 0.01
O -0.122453 -2.684231 -1.666316 -1.51 0.85 0.09
H -0.672105 -0.727265 4.927302 0.00 -0.03 0.12
H -1.168509 -0.965646 3.504978 0.35 -0.23 0.32
O -0.398288 -1.102107 4.085273 -0.57 0.13 -0.13
H 2.390773 2.114398 -3.423504 0.08 -0.01 -0.26
H 2.090079 1.116453 -2.321434 0.04 -0.08 -0.10
O 2.261865 2.051148 -2.476660 0.06 -0.02 0.22
H -2.059832 -0.696007 -2.499956 -0.48 -0.86 0.14
H -2.210262 -1.389160 -3.809333 -0.13 -0.40 -0.32
O -2.385312 -1.547899 -2.877186 0.31 1.34 0.03
H -2.593387 -3.808514 0.905292 -0.38 0.21 -0.28
H -1.344732 -4.072349 1.639386 0.33 0.36 0.08
O -1.845224 -3.332394 1.272378 -0.03 -0.50 0.28
H 0.829762 -1.717580 -3.302544 -0.60 -0.46 0.88
H 2.351681 -1.810317 -3.125344 -0.02 -0.17 0.31
O 1.653156 -1.719488 -3.772830 0.75 0.57 -1.10
H -2.067954 -1.357104 0.407192 -0.19 -0.34 -0.14
H -1.192961 -0.152978 0.149154 0.29 0.27 0.17
O -1.624034 -0.890351 -0.310672 0.18 0.53 0.41
H 4.558307 -1.540181 0.072700 0.00 -0.02 0.12
H 4.517661 -0.149029 -0.563106 0.02 0.08 0.05
O 4.590437 -1.084006 -0.770779 -0.09 -0.02 -0.21
```
Forces are in eV/Å.

Results
* 2S+1: 1
* largest force on an atom: 4.2 eV/Å
* structure (SMILES): CCCN(C)CCO.O.O.O.O.O.O.O.O.O
* highest occupied orbital energy: -9.3 eV

=====

DFT (ωB97M-V/def2-TZVPD) results for 10 unconnected molecules or ions with the total composition C6H33NO9.

The geometry in XYZ format:
```
49
Properties=species:S:1:pos:R:3:forces:R:3
C -1.717467 3.169180 0.268013 1.04 -0.23 -0.87
C -0.560709 2.247280 0.869548 1.61 0.50 -0.38
C -0.461833 0.807693 0.154959 -1.97 -0.19 0.69
C -0.161292 0.862422 -1.333636 1.28 -0.70 0.86
C -1.750367 -0.072149 0.366421 0.24 3.17 1.29
C -1.431603 -1.291012 1.190885 -0.31 -0.43 0.97
N 0.692121 2.914615 0.555676 -2.81 0.59 0.45
H -1.615732 4.202742 0.587013 0.32 0.08 -0.21
H -1.636186 3.015130 -0.818878 -0.24 0.55 0.36
H -2.699841 2.880606 0.569923 -0.45 -0.83 0.50
H -0.511220 2.272699 1.962716 -0.82 -0.70 -0.11
H 0.330589 0.389994 0.792891 0.09 -0.26 -0.77
H 0.905797 1.110478 -1.367837 -0.09 -0.16 -1.08
H -0.384128 -0.142357 -1.727910 0.74 0.22 0.13
H -0.755982 1.481175 -1.984310 -0.30 0.73 0.18
H -2.508025 0.647968 0.805302 0.41 -1.24 -0.10
H -2.138097 -0.286705 -0.617421 -0.15 -0.45 -0.12
H -1.607465 -1.313437 2.278513 -1.15 0.79 -0.45
H -0.369489 -1.471472 1.317147 0.27 -0.43 -1.41
H -2.034385 -2.056080 0.725397 0.42 -0.96 0.26
H 0.777305 3.229195 -0.394454 0.56 -0.10 -0.74
H 0.886419 3.631456 1.241290 1.00 0.04 0.21
H 1.589671 -3.992920 1.105196 0.47 0.74 -0.02
H 0.255507 -3.539073 1.593205 0.72 0.33 0.42
O 1.208150 -3.379021 1.773637 -1.37 -1.44 -0.37
H 2.471899 -2.887713 -0.862312 0.44 -0.68 -0.17
H 3.102163 -4.308432 -0.743933 0.03 0.14 -0.22
O 2.263872 -3.838058 -0.718420 -0.51 -0.44 0.58
H 4.121636 -1.318004 -1.216244 -0.14 0.31 0.20
H 2.647355 -0.924425 -1.473315 0.45 0.35 0.10
O 3.284350 -1.637333 -1.555829 0.03 -0.68 -1.10
H 2.427613 0.747596 0.322396 -0.06 -0.11 0.52
H 2.915075 -0.603186 0.954808 -0.21 0.97 -0.29
O 3.092746 0.062224 0.254156 0.53 0.32 -0.11
H 3.322756 1.607667 -2.589855 0.13 0.04 -0.08
H 4.045406 0.539776 -3.385196 -0.05 -0.09 -0.11
O 3.236823 1.063651 -3.379258 -0.10 0.07 0.25
H 1.293459 -0.705666 3.011193 0.45 0.68 0.02
H 1.608892 -1.904285 2.248251 0.37 -0.13 -0.96
O 1.752249 -0.925494 2.189058 -0.92 -0.39 1.48
H -4.066932 1.844949 -3.153968 0.40 0.00 -0.12
H -4.552419 1.468266 -1.815206 0.21 -0.23 0.31
O -3.718627 1.561436 -2.296053 -0.54 0.56 -0.10
H -0.947344 -0.321696 4.505980 -0.15 0.65 0.41
H -1.662309 -1.555402 4.335746 -0.76 -0.19 0.34
O -1.841513 -0.657098 4.652310 0.92 -0.47 -0.56
H -2.600471 -1.470264 -3.373111 -0.15 -0.02 -0.05
H -3.111470 -0.128852 -2.790792 -0.25 -0.24 -0.12
O -3.386923 -1.028044 -3.033706 0.42 -0.04 0.11
```
Forces are in eV/Å.

Results
* 2S+1: 2
* largest force on an atom: 3.4 eV/Å
* net charge: +1
* highest occupied orbital energy (spin up / spin down): -13.3 / -13.3 eV

=====

DFT (ωB97M-V/def2-TZVPD) results for 11 unconnected molecules or ions with the total composition C6H34N12O11.

The geometry in XYZ format:
```
63
Properties=species:S:1:pos:R:3:forces:R:3
C 3.406010 2.076129 1.089619 0.15 0.22 -0.78
O 2.477261 2.840256 1.287557 0.01 -0.16 0.34
N 4.710072 2.533504 1.066701 -0.41 0.00 0.36
N 3.234836 0.748446 0.839942 -0.02 -0.20 0.10
H 4.796233 3.511063 1.276316 0.20 0.03 -0.15
H 5.478120 2.027563 0.671471 0.02 -0.03 0.04
H 2.287218 0.391510 0.734374 0.01 0.12 -0.15
H 3.986650 0.141643 0.569887 0.13 0.13 0.07
C 2.067477 2.038045 -2.425778 0.02 0.17 -0.20
O 1.342743 3.002419 -2.322020 -0.07 0.02 0.14
N 3.445311 2.133514 -2.375840 -0.30 -0.39 -0.27
N 1.599848 0.769903 -2.673219 0.29 0.23 0.01
H 3.972216 1.291054 -2.243762 0.24 0.17 0.14
H 3.838665 3.017767 -2.116356 -0.02 0.02 0.12
H 2.242802 0.026420 -2.860371 -0.09 -0.15 0.13
H 0.613491 0.593993 -2.599755 -0.05 -0.07 -0.04
C -0.371065 -2.432615 -4.008621 0.21 0.20 1.35
O -0.840992 -1.494425 -3.356667 0.02 -0.18 -0.56
N -1.008890 -3.620782 -4.176283 0.18 0.54 -0.28
N 0.925848 -2.382765 -4.470678 -1.07 -0.24 -0.12
H -1.997712 -3.688118 -3.932104 0.45 -0.07 -0.12
H -0.564260 -4.228801 -4.840737 -0.62 -0.41 0.00
H 1.377740 -3.241533 -4.719393 0.44 0.21 -0.05
H 1.406381 -1.521772 -4.302751 0.28 -0.05 -0.12
C -0.417050 -0.100940 0.421118 1.25 0.84 -0.73
O 0.732752 -0.525739 0.630396 -0.53 -0.43 0.20
N -1.010045 -0.205395 -0.788394 -0.25 0.14 1.06
N -1.044472 0.712876 1.339332 -0.10 -0.73 0.10
H -1.895921 0.284807 -0.870421 0.11 -0.51 -0.45
H -0.699773 -0.932507 -1.416676 -0.34 0.21 -0.24
H -0.651689 0.584925 2.261603 -0.12 0.07 0.03
H -2.054693 0.701685 1.314782 0.09 0.15 0.17
C -4.397459 -2.527367 -1.897339 -0.12 -0.07 -0.45
O -4.281320 -3.525509 -2.606867 0.09 0.26 0.22
N -4.180661 -1.268765 -2.374546 0.08 0.09 -0.10
N -4.825988 -2.609536 -0.599660 0.35 -0.17 -0.57
H -4.044448 -0.469148 -1.777009 -0.11 -0.06 0.15
H -3.778433 -1.215652 -3.293227 0.16 -0.08 0.04
H -4.918601 -1.791850 -0.031193 -0.24 -0.08 0.16
H -5.192781 -3.510481 -0.355674 0.01 0.12 0.41
C 1.509586 -0.621800 4.640655 -0.56 -0.07 0.11
O 0.388580 -1.080280 4.821679 0.14 0.02 -0.05
N 2.426376 -0.469692 5.656450 0.41 0.38 -0.83
N 1.925375 -0.140581 3.426752 0.38 0.15 -0.10
H 3.367355 -0.303818 5.344693 0.11 -0.07 0.41
H 2.292665 -0.869231 6.564153 -0.31 -0.13 -0.04
H 1.555473 -0.458509 2.537254 -0.55 -0.15 0.35
H 2.801540 0.341006 3.317855 0.03 -0.05 0.21
O 1.889234 -3.275991 -1.126505 0.10 -0.08 -0.25
H 1.451710 -2.554042 -1.590053 -0.10 0.03 0.13
H 2.707781 -2.892807 -0.799915 -0.05 0.03 0.12
O -3.648211 1.847015 2.284674 -0.57 -0.15 -0.10
H -3.438792 1.692941 3.214083 0.43 0.08 0.12
H -4.603890 1.978146 2.272732 0.04 0.17 0.17
O -0.742628 3.655887 0.749079 -0.12 0.08 0.06
H 0.215865 3.618053 0.639402 0.01 -0.07 -0.03
H -0.982292 2.772584 1.059201 0.19 0.07 -0.09
O -1.442337 1.722485 4.590294 -0.33 -0.22 -0.17
H -0.596170 1.752785 4.130928 0.08 0.13 0.08
H -1.483352 0.826161 4.946204 0.24 -0.04 0.07
O -3.712800 1.112397 -0.452484 -0.24 -0.02 0.02
H -3.927834 1.195413 0.490568 0.26 0.05 -0.15
H -3.718651 2.018059 -0.785458 0.10 -0.01 0.01
```
Forces are in eV/Å.

Results
* 2S+1: 1
* largest force on an atom: 1.7 eV/Å
* structure (SMILES): NC(N)=O.NC(N)=O.NC(N)=O.NC(N)=O.NC(N)=O.NC(N)=O.O.O.O.O.O
* highest occupied orbital energy: -9.7 eV